[1]
Molecular formula: C21H31BeF5P2S
Method: DFT, ωB97M-V/def2-TZVPD

Cartesian coordinates (Å):
1 P -0.2249 -2.0135 -2.8913
2 P 0.1326 1.6476 -2.8478
3 C -0.6026 -0.7582 -4.1552
4 C 0.3197 0.4682 -4.2446
5 H -1.6637 -0.4776 -4.0512
6 H -0.5191 -1.3039 -5.1112
7 H 1.3818 0.1794 -4.3339
8 H 0.0491 1.0568 -5.1370
9 C -1.4623 2.4130 -3.2953
10 H -1.8186 3.0117 -2.4446
11 H -2.2138 1.6503 -3.5471
12 H -1.2848 3.0661 -4.1624
13 C 1.3323 2.9557 -3.2028
14 H 0.9370 3.5555 -4.0378
15 H 2.3069 2.5261 -3.4787
16 H 1.4371 3.5889 -2.3116
17 C -1.3503 -3.3551 -3.3474
18 H -1.4088 -4.0806 -2.5250
19 H -0.9640 -3.8470 -4.2505
20 H -2.3487 -2.9404 -3.5440
21 C 1.4338 -2.6305 -3.2442
22 H 2.1680 -1.8199 -3.3329
23 H 1.3999 -3.1775 -4.1956
24 H 1.7649 -3.3217 -2.4589
25 Be 0.5779 -0.5796 0.9617
26 C 0.7067 1.5785 0.7898
27 C -0.6141 1.1841 0.7563
28 C -1.2798 0.7166 -0.5037
29 C -1.6976 -0.7561 -0.6746
30 C -0.5709 -1.7206 -1.1771
31 C 0.8021 -1.4373 -0.5767
32 C 1.6346 -0.2623 -0.9872
33 C 1.8131 1.0702 -0.1027
34 C 0.8698 -1.3029 2.4620
35 H 1.0422 2.2860 1.5515
36 H -1.2553 1.4073 1.6123
37 H -0.5253 0.9209 -1.3426
38 H -2.1517 1.3557 -0.7285
39 H -2.0789 -1.1603 0.2760
40 H -2.5429 -0.7847 -1.3856
41 H -0.8958 -2.7202 -0.8374
42 H 1.3901 -2.3627 -0.4720
43 H 1.3264 0.0744 -2.0082
44 H 2.6588 -0.6244 -1.1958
45 H 2.7185 0.9183 0.5228
46 H 2.1116 1.8654 -0.8149
47 H 1.0681 -0.5205 3.2024
48 H 1.7261 -1.9855 2.4385
49 H -0.0064 -1.8608 2.8235
50 F 0.7988 1.1717 9.2145
51 C 0.1822 0.9396 8.0446
52 C 0.3922 1.7995 6.9617
53 F 1.2107 2.8637 7.0981
54 C -0.2380 1.5513 5.7499
55 F 0.0354 2.3349 4.6831
56 C -1.1385 0.4658 5.5684
57 S -1.9464 0.1940 4.1351
58 C -1.3060 -0.3871 6.6942
59 F -2.1049 -1.4621 6.5673
60 C -0.6643 -0.1629 7.9027
61 F -0.8501 -1.0014 8.9413

As for the HOMO-LUMO gap: 4.51 eV. For the total energy, the calculation gives -65675.7520 eV. Its relative energy (zero: lowest compared OMol25 entry of this formula, charge and spin) is 129.33 kJ/mol.



[2]
Molecular formula: C21H31BrGaIO22P
Method: DFT, ωB97M-V/def2-TZVPD

Cartesian coordinates (Å):
1 O 2.4334 2.5081 -0.1122
2 P 1.6086 1.1771 -0.0431
3 Ga -0.5850 1.7651 0.5577
4 Br -1.1775 3.8006 -0.6141
5 I -2.3722 -0.0356 -0.0734
6 H 2.1994 0.2091 0.8538
7 H 1.6051 0.6290 -1.3802
8 H -0.5857 1.9680 2.1519
9 C -3.1893 -3.5861 3.2225
10 C -3.2179 -2.8325 4.5180
11 O -2.8643 -1.5125 4.1294
12 C -3.1817 -1.3864 2.8043
13 O -3.1669 -0.3548 2.2005
14 O -3.5130 -2.5901 2.2616
15 H -3.9163 -4.3992 3.1967
16 H -2.1987 -3.9879 2.9954
17 H -4.2142 -2.8132 4.9705
18 H -2.5071 -3.2275 5.2446
19 C 5.4304 -1.2943 -1.8368
20 C 5.5600 0.1130 -2.3379
21 O 4.4237 0.2584 -3.1800
22 C 3.4980 -0.6491 -2.7637
23 O 2.3663 -0.6810 -3.1479
24 O 4.0268 -1.5119 -1.8549
25 H 5.8293 -1.4169 -0.8290
26 H 5.9096 -2.0213 -2.4996
27 H 5.5001 0.8516 -1.5330
28 H 6.4826 0.2733 -2.8984
29 C 5.7931 2.4728 -4.8693
30 C 5.8131 3.5324 -5.9282
31 O 7.2020 3.6896 -6.1966
32 C 7.8155 2.5312 -5.8314
33 O 8.9561 2.2650 -6.0771
34 O 6.9655 1.7154 -5.1517
35 H 4.9034 1.8461 -4.9226
36 H 5.8748 2.8879 -3.8608
37 H 5.3089 3.2169 -6.8462
38 H 5.3737 4.4706 -5.5876
39 C -4.4332 6.9913 2.1916
40 C -4.1860 5.7416 2.9858
41 O -3.2788 5.0162 2.1714
42 C -2.6409 5.9189 1.3743
43 O -1.6988 5.6619 0.6875
44 O -3.2244 7.1537 1.4653
45 H -4.6243 7.8587 2.8258
46 H -5.2598 6.8799 1.4832
47 H -3.7103 5.9457 3.9501
48 H -5.0986 5.1679 3.1552
49 C -3.4877 -8.5592 2.5667
50 C -2.3676 -8.2004 1.6366
51 O -1.9126 -6.9562 2.1506
52 C -2.2689 -6.9080 3.4608
53 O -1.8947 -6.0724 4.2301
54 O -3.1049 -7.9318 3.7839
55 H -3.5907 -9.6367 2.7006
56 H -4.4484 -8.1479 2.2438
57 H -1.5451 -8.9205 1.6738
58 H -2.7002 -8.0959 0.6033
59 C 0.2390 -1.8795 4.5234
60 C 0.4888 -3.1292 5.3145
61 O 1.3900 -3.8547 4.4901
62 C 2.0210 -2.9491 3.6911
63 O 2.9607 -3.2037 2.9966
64 O 1.4460 -1.7211 3.7874
65 H 0.0554 -1.0124 5.1588
66 H -0.5904 -1.9866 3.8222
67 H 0.9726 -2.9274 6.2752
68 H -0.4228 -3.7013 5.4909
69 C -3.0527 2.6739 -5.4172
70 C -2.9712 4.0717 -5.9577
71 O -2.6505 4.8414 -4.8091
72 C -2.0510 3.9976 -3.9143
73 O -1.5084 4.3487 -2.9112
74 O -2.1555 2.7010 -4.3182
75 H -2.7464 1.9247 -6.1490
76 H -4.0530 2.4245 -5.0507
77 H -2.1725 4.1887 -6.6967
78 H -3.9128 4.4048 -6.3978

The total charge is -1. As for the HOMO-LUMO gap: 5.22 eV. For the total energy, the calculation gives -207133.1443 eV.



[3]
Molecular formula: C21H31F2SiSn
Method: DFT, ωB97M-V/def2-TZVPD

Cartesian coordinates (Å):
1 C 2.6867 5.4222 1.0025
2 Si 1.3009 4.8867 -0.1970
3 C 1.8961 3.3869 -1.1857
4 H -0.1411 4.4756 0.5154
5 C 0.8427 6.2730 -1.3152
6 Sn -1.1749 6.8989 -0.7539
7 C -1.9551 8.4015 -2.0054
8 C -2.4151 5.1372 -0.9631
9 C -0.9455 7.8220 1.1821
10 H 3.5421 5.8668 0.4757
11 H 2.3062 6.1869 1.6900
12 H 3.0788 4.5914 1.6048
13 H 2.5978 3.6527 -1.9861
14 H 2.3757 2.6230 -0.5603
15 H 1.0140 2.9346 -1.6513
16 H 1.4515 7.1895 -1.2602
17 H 0.7657 5.9893 -2.3744
18 H -2.9785 8.6357 -1.7239
19 H -1.3565 9.3065 -1.9175
20 H -1.9437 8.0739 -3.0429
21 H -3.4185 5.3141 -0.5559
22 H -2.5044 4.9156 -2.0396
23 H -1.9797 4.2610 -0.4622
24 H -1.9081 7.8872 1.7015
25 H -0.2436 7.2687 1.8191
26 H -0.5573 8.8421 1.0248
27 C -2.9913 -1.3630 0.3151
28 C -2.5107 -0.0267 0.7170
29 C -3.3648 0.9268 1.2634
30 F -4.7067 0.6435 1.3606
31 C -2.9328 2.1684 1.6854
32 C -1.5768 2.5587 1.4516
33 C -0.9960 3.8225 1.8805
34 C -1.8126 4.8499 2.5161
35 C -3.1604 5.1624 2.1896
36 C -3.8705 5.9868 3.0495
37 F -5.2272 6.0770 2.8448
38 C -3.2960 6.6876 4.1107
39 C -4.0375 7.5934 5.0314
40 C -1.9487 6.4221 4.3953
41 C -1.2148 5.5573 3.6006
42 C -0.7194 1.6007 0.8555
43 C -1.1678 0.3375 0.5600
44 H -2.1227 -1.9798 0.0779
45 H -3.5522 -1.8598 1.1079
46 H -3.6143 -1.3365 -0.5885
47 H -3.6199 2.8153 2.2260
48 H 0.0411 3.7146 2.3336
49 H -3.6910 4.7211 1.3454
50 H -3.2926 8.1606 5.6091
51 H -4.6877 8.3308 4.5241
52 H -4.6158 7.0025 5.7592
53 H -1.5193 6.9079 5.2652
54 H -0.1709 5.3273 3.8740
55 H 0.3425 1.8616 0.7120
56 H -0.4906 -0.4395 0.1926

The total charge is -1. As for the HOMO-LUMO gap: 4.73 eV. For the total energy, the calculation gives -41423.2977 eV. Its relative energy (zero: lowest compared OMol25 entry of this formula, charge and spin) is 98.52 kJ/mol.



[4]
Molecular formula: C21H31F5OP2Sn
Method: DFT, ωB97M-V/def2-TZVPD

Cartesian coordinates (Å):
1 P -1.8213 -1.1082 -3.5655
2 P 1.2636 -1.4163 -3.3839
3 C -0.9077 -1.4260 -5.1857
4 C 0.4340 -2.1088 -4.9324
5 H -0.7688 -0.4488 -5.6754
6 H -1.5538 -2.0525 -5.8217
7 H 0.3022 -3.1922 -4.7745
8 H 1.1187 -1.9561 -5.7824
9 C 2.3065 -0.1830 -4.2733
10 H 3.0612 0.1918 -3.5720
11 H 1.6730 0.6525 -4.5940
12 H 2.7956 -0.6408 -5.1449
13 C 2.5221 -2.7690 -3.2610
14 H 3.0463 -2.9171 -4.2211
15 H 2.0048 -3.6947 -2.9658
16 H 3.2381 -2.4906 -2.4739
17 C -3.0890 0.0262 -4.2951
18 H -3.8458 0.2186 -3.5199
19 H -3.5571 -0.4226 -5.1889
20 H -2.5909 0.9719 -4.5589
21 C -2.8189 -2.6569 -3.6295
22 H -2.1765 -3.5097 -3.3833
23 H -3.2596 -2.7984 -4.6264
24 H -3.6137 -2.5877 -2.8788
25 Sn -0.1877 2.4777 3.0921
26 C 1.0007 -0.4998 1.1295
27 C 1.1404 0.6967 0.5726
28 C 0.4915 1.2193 -0.6796
29 C -0.9023 1.8725 -0.5271
30 C -1.9712 1.1990 0.2643
31 C -2.0466 -0.0950 0.5868
32 C -1.2114 -1.1554 -0.0395
33 C 0.1027 -1.5976 0.6626
34 C -1.9978 1.5702 4.0101
35 H 1.5040 -0.7073 2.0846
36 H 1.7687 1.4392 1.0954
37 H 0.4818 0.4752 -1.5016
38 H 1.1495 2.0358 -1.0383
39 H -0.7713 2.8950 -0.1318
40 H -1.2591 2.0064 -1.5597
41 H -2.7204 1.8867 0.6517
42 H -2.7812 -0.4331 1.3209
43 H -0.9927 -0.9229 -1.0940
44 H -1.8423 -2.0546 -0.0792
45 H -0.1765 -2.1716 1.5620
46 H 0.6215 -2.2869 -0.0336
47 H -1.7916 0.9119 4.8672
48 H -2.5542 0.9838 3.2538
49 H -2.6201 2.4204 4.3592
50 F 2.7940 2.9497 9.0208
51 C 2.4142 2.4899 7.8090
52 C 2.9133 1.2681 7.3058
53 F 3.8319 0.5997 8.0491
54 C 2.4723 0.7581 6.0875
55 F 2.9724 -0.4238 5.6310
56 C 1.4998 1.4868 5.3283
57 O 0.9636 1.0231 4.2116
58 C 1.1232 2.7498 5.8250
59 F 0.2682 3.5807 5.0965
60 C 1.5154 3.2435 7.0502
61 F 1.0343 4.4276 7.4648

The total charge is +2. As for the HOMO-LUMO gap (spin up / spin down): 4.66 / 5.28 eV. For the total energy, the calculation gives -62303.1464 eV. Its relative energy (zero: lowest compared OMol25 entry of this formula, charge and spin) is 0.00 kJ/mol.



[5]
Molecular formula: C21H31FN4O3
Method: DFT, ωB97M-V/def2-TZVPD

Cartesian coordinates (Å):
1 C -1.9719 -0.8042 1.5645
2 C -2.7116 -1.6241 0.4948
3 C -3.1726 -2.9616 1.0972
4 C -1.7248 -1.9863 -0.6412
5 N -0.7511 -0.9665 -0.9537
6 C 0.5584 -1.1410 -0.6972
7 O 1.0417 -2.1754 -0.2764
8 C 1.4000 0.0982 -0.9668
9 C 1.2600 1.0810 0.2409
10 C 0.2943 2.1668 -0.2142
11 O -0.8801 1.9142 -0.4377
12 N 0.7998 3.3849 -0.4505
13 C 2.1472 3.8158 -0.1606
14 C 3.0773 2.6041 -0.1254
15 N 2.4807 1.6363 0.7618
16 C 3.3758 0.7429 1.4805
17 C 4.3929 -0.0278 0.6647
18 C 5.6112 0.5570 0.3348
19 C 6.5538 -0.1280 -0.4119
20 C 6.3044 -1.4213 -0.8336
21 C 5.0985 -2.0022 -0.4840
22 F 4.8567 -3.2688 -0.8743
23 C 4.1405 -1.3330 0.2555
24 N -3.8993 -0.9505 -0.0521
25 C -4.8168 -0.4290 0.9490
26 C -6.1446 -0.0883 0.2716
27 O -5.9723 0.8964 -0.7187
28 C -5.0349 0.4566 -1.6710
29 C -3.6860 0.0985 -1.0384
30 H -2.5612 -0.7394 2.4757
31 H -1.0276 -1.2889 1.8018
32 H -1.7716 0.2033 1.2062
33 H -3.8342 -2.8151 1.9455
34 H -2.3124 -3.5292 1.4411
35 H -3.7007 -3.5393 0.3436
36 H -2.2906 -2.2558 -1.5381
37 H -1.1380 -2.8562 -0.3360
38 H -1.0784 -0.0194 -1.0989
39 H 2.4417 -0.2006 -1.0711
40 H 1.0747 0.5765 -1.8919
41 H 0.7739 0.5439 1.0641
42 H 0.1332 4.0883 -0.7398
43 H 2.1735 4.3187 0.8143
44 H 2.4658 4.5249 -0.9295
45 H 3.2282 2.2146 -1.1450
46 H 4.0444 2.9113 0.2708
47 H 3.9155 1.3639 2.2058
48 H 2.7497 0.0401 2.0330
49 H 5.8364 1.5561 0.6787
50 H 7.4921 0.3449 -0.6598
51 H 7.0241 -1.9791 -1.4111
52 H 3.2122 -1.8348 0.4878
53 H -5.0019 -1.1749 1.7199
54 H -4.4273 0.4884 1.4221
55 H -6.8530 0.3216 0.9940
56 H -6.5645 -1.0012 -0.1779
57 H -4.9149 1.2743 -2.3841
58 H -5.4289 -0.4299 -2.1927
59 H -3.0420 -0.2582 -1.8399
60 H -3.2454 1.0065 -0.5961

As for the HOMO-LUMO gap: 8.85 eV. Its SMILES is CC(C)(CNC(=O)C[C@@H]1C(=O)NCCN1Cc1cccc(F)c1)N1CCOCC1. For the total energy, the calculation gives -37101.2560 eV. Its relative energy (zero: lowest compared OMol25 entry of this formula, charge and spin) is 30.04 kJ/mol.



[6]
Molecular formula: C21H31GeLaN4O9P2
Method: DFT, ωB97M-V/def2-TZVPD

Cartesian coordinates (Å):
1 La -0.0973 -0.7206 -0.5342
2 O -3.3590 1.6353 4.2079
3 C -2.0727 1.9120 4.5373
4 C -1.8191 2.6343 5.7050
5 C -0.5318 2.9350 6.1067
6 C 0.5423 2.5182 5.3359
7 C 0.2932 1.8089 4.1744
8 C -0.9964 1.4835 3.7386
9 C -1.0865 0.7200 2.4466
10 O 0.0129 0.3712 1.8895
11 N -2.2931 0.5240 1.9532
12 N -2.2832 -0.2025 0.7880
13 C -3.4284 -0.3978 0.2626
14 C -3.5628 -1.2499 -0.9313
15 C -4.7761 -1.3451 -1.5999
16 C -4.8732 -2.1916 -2.6927
17 C -3.7597 -2.9158 -3.0850
18 C -2.5825 -2.7450 -2.3757
19 N -2.4808 -1.9331 -1.3283
20 H -3.9231 1.9972 4.8969
21 H -2.6617 2.9578 6.3093
22 H -0.3716 3.4946 7.0215
23 H 1.5577 2.7421 5.6375
24 H 1.1205 1.4899 3.5579
25 H -4.3156 0.0392 0.7139
26 H -5.6242 -0.7654 -1.2566
27 H -5.8074 -2.2806 -3.2329
28 H -3.7945 -3.5895 -3.9304
29 H -1.6734 -3.2621 -2.6590
30 C 3.3148 -3.7999 1.9740
31 C 2.7785 -3.0066 0.8001
32 O 3.6051 -3.2065 -0.3550
33 P 2.8431 -1.1954 1.0797
34 O 2.2584 -0.8079 2.4630
35 O 4.3855 -0.8319 1.2327
36 O 2.2286 -0.4952 -0.1004
37 P 1.0122 -3.3459 0.3723
38 O 0.7750 -4.8917 0.7088
39 O 0.1291 -2.4763 1.2255
40 O 0.8944 -3.0636 -1.1018
41 H 4.3657 -3.5535 2.1344
42 H 3.2252 -4.8643 1.7632
43 H 2.7545 -3.5671 2.8818
44 H 3.0267 -3.1593 -1.1329
45 H 1.3313 -0.3853 2.3900
46 H 4.8172 -0.8116 0.3654
47 H 0.0170 -4.9995 1.3005
48 C 1.4561 4.2432 -0.0851
49 C 0.8699 2.9137 -0.2134
50 N 0.4097 1.8733 -0.3216
51 H 2.2292 4.3659 -0.8432
52 H 1.8951 4.3682 0.9036
53 H 0.6850 4.9969 -0.2352
54 C 1.0114 1.0396 -5.6908
55 Ge 0.7484 1.0665 -3.7364
56 C 2.5516 1.3614 -2.9916
57 C -0.3476 2.6855 -3.4368
58 C -0.1226 -0.5204 -3.0488
59 H 1.4948 1.9511 -6.0560
60 H 0.0404 0.9373 -6.1826
61 H 1.6278 0.1812 -5.9707
62 H 2.9388 2.3292 -3.3255
63 H 3.2279 0.5832 -3.3574
64 H 2.5608 1.3254 -1.9024
65 H 0.2753 3.5859 -3.4694
66 H -0.8765 2.6571 -2.4840
67 H -1.0921 2.7649 -4.2342
68 H 0.4225 -1.3809 -3.4645
69 H -1.1204 -0.5311 -3.5121

As for the HOMO-LUMO gap: 6.78 eV. For the total energy, the calculation gives -122630.1467 eV. Its relative energy (zero: lowest compared OMol25 entry of this formula, charge and spin) is 60.44 kJ/mol.



[7]
Molecular formula: C21H31N3O2
Method: DFT, ωB97M-V/def2-TZVPD

Cartesian coordinates (Å):
1 C -5.0255 -1.8530 -0.8116
2 C -5.6577 -0.7132 -0.0662
3 C -6.8841 -0.9013 0.5606
4 C -7.5113 0.1297 1.2358
5 C -6.9273 1.3845 1.2784
6 C -5.7119 1.5913 0.6543
7 C -5.0646 0.5486 0.0005
8 C -3.7465 0.8524 -0.6422
9 O -3.5951 1.7293 -1.4679
10 N -2.7292 0.0804 -0.1888
11 C -1.3667 0.2130 -0.6556
12 C -0.4164 0.5438 0.4965
13 C 1.0247 0.6320 -0.0226
14 N 1.4691 -0.5588 -0.7286
15 C 1.7789 -1.6669 0.1570
16 C 3.0802 -1.4105 0.9215
17 O 3.2734 -1.8333 2.0426
18 N 3.9762 -0.7136 0.2034
19 C 5.2630 -0.2847 0.7069
20 C 5.2579 1.2327 0.9565
21 C 6.6755 1.7881 0.8871
22 C 7.2327 1.6695 -0.5370
23 C 6.6590 0.4465 -1.2631
24 C 6.3801 -0.6786 -0.2728
25 C 0.5587 -0.8843 -1.8096
26 C -0.8954 -1.0632 -1.3574
27 H -4.4426 -2.4806 -0.1356
28 H -5.7950 -2.4793 -1.2583
29 H -4.3691 -1.4919 -1.5991
30 H -7.3546 -1.8732 0.5113
31 H -8.4624 -0.0431 1.7174
32 H -7.4193 2.1980 1.7899
33 H -5.2460 2.5654 0.6653
34 H -2.9141 -0.6085 0.5228
35 H -1.3802 1.0411 -1.3735
36 H -0.6978 1.4934 0.9527
37 H -0.4876 -0.2320 1.2628
38 H 1.7082 0.8143 0.8096
39 H 1.0994 1.4715 -0.7216
40 H 0.9987 -1.8946 0.8963
41 H 1.9348 -2.5646 -0.4487
42 H 3.6656 -0.3616 -0.6913
43 H 5.3968 -0.8187 1.6530
44 H 4.8121 1.4409 1.9299
45 H 4.6417 1.7227 0.1988
46 H 6.6833 2.8327 1.2016
47 H 7.3037 1.2320 1.5849
48 H 8.3204 1.5964 -0.4905
49 H 6.9913 2.5691 -1.1060
50 H 7.3605 0.1071 -2.0268
51 H 5.7307 0.7140 -1.7715
52 H 7.2925 -0.9007 0.2815
53 H 6.0841 -1.5876 -0.7991
54 H 0.9157 -1.7909 -2.3039
55 H 0.6059 -0.0622 -2.5314
56 H -1.5268 -1.2704 -2.2223
57 H -0.9678 -1.9095 -0.6698

As for the HOMO-LUMO gap: 9.54 eV. Its SMILES is Cc1ccccc1C(=O)NC1CCN(CC(=O)NC2CCCCC2)CC1. For the total energy, the calculation gives -30847.1538 eV. Its relative energy (zero: lowest compared OMol25 entry of this formula, charge and spin) is 77.51 kJ/mol.